1.
Below is a 2-piece molecular cluster, C3H7O3 overall at a distorted geometry, with properties calculated with ωB97M-V/def2-TZVPD.

The expectation value of S² is 0.756. As for the charge: 0. Its HOMO energy (alpha / beta) is -9.68 / -9.55 eV. Its multiplicity is 2. Its largest force on an atom is 5.652 eV/A.

Element x y z (Å)
C1 -0.30581 0.47457 -1.17272
O1 1.05825 0.30000 -1.39551
C2 -1.02631 -0.83944 -0.80468
H1 -0.80257 0.81711 -2.08406
H2 -0.52219 1.16459 -0.33929
H3 -2.07177 -0.72779 -0.46423
H4 -0.52445 -1.38301 -0.01406
H5 -0.97578 -1.54624 -1.64904
O2 -0.32111 0.64787 2.04665
C3 0.92538 0.39084 2.10854
O3 1.68547 -0.03414 1.13133
H6 1.40125 0.46152 3.11865
H7 1.47966 0.27412 -0.48159

=====

2.
Below is a 2-piece molecular cluster, C3H7O3S overall at a distorted geometry, with properties calculated with ωB97M-V/def2-TZVPD.

As for the charge: -1. Its HOMO energy (alpha / beta) is -2.30 / -2.29 eV. Its largest force on an atom is 1.873 eV/A.

Element x y z (Å)
C1 -0.14961 1.72740 0.41343
C2 -1.16863 -1.74034 -0.09823
C3 -0.31989 0.43253 -0.31267
O1 2.71226 0.08378 -1.23145
O2 2.38543 0.06542 1.21848
O3 -1.31651 -0.40392 0.26938
S1 2.01338 -0.54061 -0.08463
H1 0.29077 2.46376 -0.25701
H2 -1.09564 2.12143 0.80828
H3 0.53727 1.58637 1.25518
H4 -1.06906 -1.84930 -1.18768
H5 -2.06729 -2.26888 0.23407
H6 -0.28179 -2.19065 0.36861
H7 -0.47070 0.51301 -1.39577

=====

3.
Below is C3H7O3Tl as an isolated structure at a distorted geometry, with properties calculated with ωB97M-V/def2-TZVPD.

The expectation value of S² is 0.754. As for the charge: +1. Its HOMO energy (alpha / beta) is -13.60 / -14.77 eV. Its multiplicity is 2. Its largest force on an atom is 5.246 eV/A.

Element x y z (Å)
C1 0.48194 -2.37040 -0.61643
O1 -0.80676 -1.91420 -0.79220
H1 0.55925 -3.35870 -0.12684
H2 1.04215 -2.40508 -1.56987
H3 1.15269 -1.40595 0.05036
O2 -2.04237 1.50927 -0.55163
C2 -0.96702 1.93050 0.13091
O3 -0.30800 0.68854 0.59296
C3 1.02418 0.65471 0.93041
Tl1 -1.71960 -0.37518 -0.47393
H4 -1.19565 2.47787 1.06647
H5 -0.22291 2.49209 -0.46764
H6 1.73959 0.70212 0.10811
H7 1.26252 1.37443 1.71930

=====

4.
Below is a 2-piece molecular cluster, C3H7OS overall at a distorted geometry, with properties calculated with ωB97M-V/def2-TZVPD.

As for the charge: -1. Its HOMO energy is -2.39 eV. Its largest force on an atom is 1.289 eV/A.

Element x y z (Å)
C1 -1.16458 -1.95831 -1.25685
S1 -0.25790 -0.74425 -2.31345
H1 -1.78378 -1.43204 -0.52977
H2 -0.46199 -2.61362 -0.75375
H3 -1.78691 -2.59331 -1.88349
C2 0.54906 2.14983 1.30356
C3 1.26886 1.09402 0.95506
O1 0.68884 -0.15818 0.84767
H4 0.97227 3.13787 1.26868
H5 -0.43071 2.02574 1.75354
H6 2.27816 1.14914 0.56843
H7 0.12868 -0.05690 0.04038

=====

5.
Below is a 2-piece molecular cluster, C3H7OS overall at a distorted geometry, with properties calculated with ωB97M-V/def2-TZVPD.

As for the charge: -1. Its HOMO energy is -2.73 eV. Its largest force on an atom is 1.792 eV/A.

Element x y z (Å)
C1 -2.53735 -0.57000 -2.06857
S1 -2.00367 -0.92423 -0.30269
H1 -3.55988 -0.19944 -2.01093
H2 -2.43796 -1.44810 -2.69943
H3 -1.91203 0.27589 -2.34879
C2 2.59854 0.62289 1.99746
C3 1.55985 0.26339 1.22755
O1 0.64410 0.97659 0.56996
H4 3.34356 -0.15054 2.13626
H5 2.94319 1.65112 2.05240
H6 1.38160 -0.81651 1.19122
H7 -0.01996 0.31894 0.25557

=====

6.
Below is an isolated ion of composition C3H7OS2 and charge -1 at a distorted geometry, with properties calculated with ωB97M-V/def2-TZVPD.

Its SMILES is [O-]CCCSS. As for the charge: -1. Its HOMO energy is -2.51 eV. Its largest force on an atom is 2.863 eV/A.

Element x y z (Å)
O1 -1.95581 -1.41615 1.10987
C1 -1.85598 -0.39537 0.14350
C2 -0.66743 0.57708 0.26820
C3 0.56929 0.02152 -0.35999
S1 1.91179 1.25822 -0.85164
S2 3.57469 0.32131 0.31987
H1 -1.69287 -0.85173 -0.80445
H2 -2.67838 0.35237 0.04268
H3 -1.02986 1.45367 -0.39756
H4 -0.58909 0.86338 1.30249
H5 1.02709 -0.79150 0.20038
H6 0.19742 -0.45166 -1.30045
H7 3.18913 -0.94114 0.32711

=====

7.
Below is the molecule C3H7P at a distorted geometry, with properties calculated with ωB97M-V/def2-TZVPD.

Its SMILES is C=CPC. As for the charge: 0. Its HOMO energy is -8.44 eV. Its largest force on an atom is 5.754 eV/A.

Element x y z (Å)
C1 -0.23221 -1.53839 2.04048
C2 0.48366 -0.77944 1.21672
P1 -0.45580 0.58026 -0.10781
C3 -0.34128 1.10470 -2.18063
H1 -1.33228 -1.85574 1.76450
H2 0.02612 -1.91979 2.99716
H3 1.60300 -0.53492 1.24104
H4 0.73169 1.24459 0.33088
H5 0.67325 0.65250 -2.52251
H6 0.04197 2.16487 -2.00621
H7 -1.19814 0.88137 -2.77363

=====

8.
Below is C3H7PS as an isolated structure at a distorted geometry, with properties calculated with ωB97M-V/def2-TZVPD.

As for the charge: 0. Its HOMO energy (alpha / beta) is -8.08 / -8.36 eV. Its largest force on an atom is 5.337 eV/A.

Element x y z (Å)
C1 -0.55853 0.21216 0.98517
C2 2.39756 -0.62973 -0.46055
C3 -1.84282 0.88744 0.54079
P1 0.98550 0.46545 -0.88393
S1 -2.75985 -0.29473 -0.60520
H1 -0.55373 -0.61163 1.66611
H2 3.01306 0.14775 0.03829
H3 1.99851 -1.44934 0.27701
H4 2.91547 -1.21424 -1.18986
H5 -2.39489 1.21755 1.32757
H6 -1.52847 1.73346 -0.12653
H7 -1.67180 -0.46413 -1.56886

=====

9.
Below is C3H8 as an isolated structure at a distorted geometry, with properties calculated with ωB97M-V/def2-TZVPD.

As for the charge: 0. Its HOMO energy is -10.91 eV. Its largest force on an atom is 18.834 eV/A.

Element x y z (Å)
C1 1.21144 -0.16986 -0.03823
C2 -0.02179 0.63553 -0.05398
C3 -1.33592 -0.19758 0.00534
H1 1.29252 -0.92882 1.11170
H2 1.13651 -0.74517 -0.70901
H3 1.89540 0.32391 -0.16846
H4 0.30031 1.45584 0.84284
H5 0.01693 0.90200 -0.85932
H6 -0.89082 -1.02021 -0.86018
H7 -1.34115 -0.87833 0.71551
H8 -2.26343 0.62270 0.01377

=====

10.
Below is an isolated ion of composition C3H8BN2O2S and charge +1 at a distorted geometry, with properties calculated with ωB97M-V/def2-TZVPD.

As for the charge: +1. Its HOMO energy is -13.59 eV. Its largest force on an atom is 1.449 eV/A.

Element x y z (Å)
N1 0.77012 -1.67972 0.90326
C1 0.22729 -0.42425 0.39268
B1 1.40452 0.63945 0.14686
O1 1.24033 1.99310 0.34861
O2 2.53363 0.13008 -0.37548
C2 -0.62298 -0.60872 -0.87648
N2 -1.65449 0.42730 -0.88321
C3 -2.00062 0.80629 0.30087
S1 -1.09752 0.15200 1.56321
H1 0.98885 -2.33601 0.16690
H2 0.15429 -2.13295 1.56351
H3 1.09310 2.21342 1.27131
H4 3.09617 0.81932 -0.74306
H5 -1.16934 -1.55279 -0.73844
H6 -0.10314 -0.75025 -1.81876
H7 -2.06975 0.78955 -1.72982
H8 -2.79045 1.51416 0.50804

=====

11.
Below is the molecule C3H8BNO at a distorted geometry, with properties calculated with ωB97M-V/def2-TZVPD.

As for the charge: 0. Its HOMO energy is -8.89 eV. Its largest force on an atom is 4.425 eV/A.

Element x y z (Å)
B1 0.66835 -0.94705 -0.84265
C1 -0.57309 0.92839 -0.79200
C2 -0.33691 -0.37109 1.56454
C3 0.81591 -0.35610 0.48131
N1 -1.32351 1.37807 0.27446
O1 -1.55364 0.41103 1.14796
H1 -0.19623 -1.72269 -0.90182
H2 1.43147 -0.80298 -1.79545
H3 0.06268 1.44129 -1.54677
H4 -1.07128 0.09240 -1.31160
H5 -0.69970 -1.35719 1.69922
H6 0.13901 -0.11909 2.51248
H7 1.57213 0.30274 0.78272
H8 -0.88325 2.23433 0.76415

=====

12.
Below is the molecule C3H8BNO at a distorted geometry, with properties calculated with ωB97M-V/def2-TZVPD.

Its SMILES is OB1CCCN1. As for the charge: 0. Its HOMO energy is -9.44 eV. Its largest force on an atom is 6.486 eV/A.

Element x y z (Å)
O1 -2.61456 0.12735 -0.01712
B1 -1.11539 0.01599 -0.10871
C1 -0.07251 1.20536 0.07684
C2 1.25240 0.50860 -0.14301
C3 0.95223 -1.02259 0.09890
N1 -0.47782 -1.19462 -0.03184
H1 -2.93675 0.86272 -0.40276
H2 -0.32297 2.09614 -0.46927
H3 -0.02250 1.36267 1.25165
H4 1.54240 0.58526 -1.09835
H5 1.96709 0.75836 0.49173
H6 1.32879 -1.78075 -0.51540
H7 1.33145 -1.35088 1.04485
H8 -0.81187 -2.17360 -0.17751

=====

- Which formula does entry 9 have?
  C3H8

=====

- What is the charge in the eleventh record?
  0